{"formula": "C2H10N2", "method": "wB97M-V/def2-TZVPD", "de_lowest_ev": 0.7718, "smiles": "NCN.C", "multiplicity": 1, "energy_ha": -191.6690, "orbital_gap_ha": 0.37000, "total_charge": 0, "elements": ["C", "H", "H", "H", "H", "N", "C", "N", "H", "H", "H", "H", "H", "H"], "xyz": [[-0.1694, 0.4733, 4.3033], [-0.0700, -0.4805, 4.8041], [0.8760, 0.7054, 4.4879], [-0.8105, 1.2272, 4.7604], [-0.2247, 0.3047, 3.2300], [0.3847, 0.7674, -2.9441], [-0.1424, -0.0292, -1.8799], [0.1174, -1.4867, -2.0917], [1.3494, 0.7407, -3.2192], [-0.2610, 0.8911, -3.7045], [0.4040, 0.1868, -0.9349], [-1.2205, 0.2335, -1.7678], [-0.7581, -1.9972, -2.0258], [0.5251, -1.5366, -3.0176]], "atomic_forces_ev_per_a": [[1.69, -0.42, 0.12], [-1.32, -0.46, 0.24], [0.27, 1.08, -0.21], [-0.08, -0.44, -0.24], [-0.56, 0.23, 0.08], [-0.80, 0.88, 0.00], [0.99, -0.43, 0.68], [-0.60, 0.61, 0.20], [0.06, -0.31, 0.23], [0.25, -0.05, -0.21], [-0.59, 0.38, -0.50], [0.76, -0.37, 0.01], [0.30, -0.20, -0.37], [-0.37, -0.51, -0.03]], "lowdin_charge": [-0.052, 0.009, 0.007, 0.022, 0.014, -0.022, -0.373, -0.029, 0.064, 0.060, 0.097, 0.113, 0.046, 0.043]}

---

{"formula": "C2H10N2", "method": "wB97M-V/def2-TZVPD", "de_lowest_ev": 0.7782, "smiles": "CN.CN", "multiplicity": 1, "energy_ha": -191.6688, "orbital_gap_ha": 0.37170, "total_charge": 0, "elements": ["N", "C", "H", "H", "H", "H", "H", "N", "C", "H", "H", "H", "H", "H"], "xyz": [[-1.9181, 1.8129, -2.6746], [-2.9350, 1.7671, -3.6535], [-2.3524, 2.2475, -1.8529], [-1.5301, 0.9194, -2.3522], [-3.7421, 1.1358, -3.2452], [-2.5627, 1.3046, -4.5831], [-3.3527, 2.7586, -3.8967], [3.5176, 3.8883, 0.4524], [2.2593, 3.2199, 0.3431], [3.6436, 4.3220, 1.3736], [4.3169, 3.2583, 0.3228], [1.4549, 3.8777, 0.7132], [2.2329, 2.2766, 0.9141], [2.0678, 2.9936, -0.7193]], "atomic_forces_ev_per_a": [[1.34, 1.08, 2.04], [-1.25, -1.31, -0.97], [0.69, -0.23, -0.17], [-0.53, 0.38, -0.57], [-0.41, 0.16, -0.77], [-0.23, 0.25, 0.26], [0.40, -0.33, 0.19], [1.56, 0.74, 0.61], [-0.74, -0.62, -0.12], [-0.11, -0.30, -0.54], [-0.57, 0.32, 0.00], [0.28, -0.30, -0.23], [-0.30, 0.12, -0.14], [-0.12, 0.04, 0.43]], "lowdin_charge": [-0.104, -0.243, 0.064, 0.069, 0.066, 0.073, 0.076, -0.100, -0.233, 0.061, 0.064, 0.074, 0.063, 0.071]}

---

{"formula": "C2H10N2O", "method": "wB97M-V/def2-TZVPD", "de_lowest_ev": 0.2226, "smiles": "NCCN.O", "multiplicity": 1, "energy_ha": -266.9361, "orbital_gap_ha": 0.39309, "total_charge": 0, "elements": ["C", "C", "N", "N", "H", "H", "H", "H", "H", "H", "H", "H", "H", "H", "O"], "xyz": [[0.3976, -0.4399, -0.8003], [0.4157, 0.9200, -0.1274], [1.6703, 1.6232, -0.4505], [-0.0003, -1.5190, 0.1337], [1.3828, -0.6784, -1.2258], [-0.2675, -0.4733, -1.6682], [0.3965, 0.7880, 0.9557], [-0.4832, 1.4784, -0.3870], [1.7425, 1.6760, -1.4682], [1.5442, 2.5982, -0.1969], [0.5974, -1.4394, 0.9450], [0.1321, -2.4331, -0.2843], [-1.8216, -0.9280, 1.2121], [-3.2918, -0.6552, 1.4950], [-2.4146, -0.5177, 1.8671]], "atomic_forces_ev_per_a": [[0.20, -1.12, -0.42], [0.32, -0.11, 0.17], [-0.46, 0.37, -0.57], [-0.38, 0.67, -0.10], [0.12, 0.38, 0.20], [-0.21, 0.15, 0.20], [-0.08, -0.06, 0.03], [-0.11, 0.11, -0.05], [0.13, -0.17, 0.16], [0.20, 0.03, 0.26], [0.09, -0.29, 0.13], [0.04, 0.11, 0.09], [0.15, 0.02, 0.12], [-0.01, 0.06, 0.12], [0.00, -0.14, -0.33]], "lowdin_charge": [-0.280, -0.292, -0.020, -0.020, 0.102, 0.105, 0.105, 0.105, 0.063, 0.061, 0.073, 0.071, -0.012, 0.025, -0.088]}

---

{"formula": "C2H10N2O", "method": "wB97M-V/def2-TZVPD", "multiplicity": 3, "energy_ha": -266.0663, "s2": 2.006, "orbital_gap_ha": [0.37626, 0.19795], "total_charge": 2, "elements": ["C", "C", "N", "N", "O", "H", "H", "H", "H", "H", "H", "H", "H", "H", "H"], "xyz": [[-1.0260, 2.6669, -0.1326], [0.7741, -1.6202, -0.5160], [-1.1546, 3.8576, 0.3368], [1.0371, -2.8997, 0.3454], [-0.3747, -0.9553, -0.1410], [-1.8297, 2.1419, -0.6242], [0.0828, 2.4354, -0.2202], [0.7253, -2.0640, -1.5656], [1.6483, -0.8465, -0.4390], [-2.0267, 4.2943, 0.6050], [-0.3424, 4.3065, 0.7456], [-1.0774, -1.6360, -0.1544], [1.9296, -2.7613, 1.0515], [0.2966, -3.2169, 1.0144], [1.3377, -3.7026, -0.3057]], "atomic_forces_ev_per_a": [[3.50, -10.44, -4.17], [1.11, 0.74, -1.40], [-1.43, 10.27, 4.47], [3.58, -0.59, 1.79], [0.01, -1.41, 0.33], [0.14, 0.19, -0.17], [-1.92, -0.61, -0.09], [0.05, 0.81, 1.23], [-1.43, -1.92, 0.04], [-0.69, 0.15, 0.13], [0.31, 0.65, -0.16], [-0.20, 0.86, -0.16], [-2.56, -0.31, -2.17], [0.26, 0.37, -0.97], [-0.74, 1.23, 1.31]], "mulliken_spin": [1.002, 0.000, 1.002, 0.000, -0.002, 0.036, 0.023, 0.000, 0.000, -0.029, -0.032, 0.000, 0.000, 0.000, 0.000]}

---

{"formula": "C2H10N2O2", "method": "wB97M-V/def2-TZVPD", "de_lowest_ev": 1.5251, "smiles": "N/C=C/N.O.O", "multiplicity": 1, "energy_ha": -342.1378, "orbital_gap_ha": 0.30923, "total_charge": 0, "elements": ["C", "C", "N", "N", "H", "H", "H", "H", "H", "H", "H", "H", "O", "H", "H", "O"], "xyz": [[-2.0262, -0.2125, -1.2077], [-2.5944, 0.3335, -0.1197], [-3.5236, 1.4694, -0.2094], [-1.2642, -1.4352, -1.2755], [-1.8928, 0.4107, -2.1049], [-2.8439, -0.3099, 0.7101], [-3.7488, 1.6397, 0.7625], [-3.0180, 2.2626, -0.5856], [-1.2228, -1.6862, -2.2561], [-1.9139, -2.1039, -0.8637], [2.7721, -1.7863, 2.3362], [3.2322, -0.4754, 1.6836], [3.2464, -0.9708, 2.4934], [5.0605, 0.8634, 0.9751], [4.4986, 0.8453, -0.4274], [5.2387, 1.1557, 0.0891]], "atomic_forces_ev_per_a": [[1.39, 1.30, -0.09], [-1.81, -0.72, -1.63], [1.50, -1.06, 0.55], [-1.55, 0.38, 0.31], [-0.33, -0.18, 0.33], [0.43, -0.05, 0.47], [-0.22, 0.67, -0.15], [-0.22, 0.23, 0.12], [0.22, -0.11, 0.02], [0.61, -0.47, 0.09], [-0.14, -0.15, -0.20], [-0.23, 0.13, -0.57], [0.31, 0.01, 0.75], [0.01, -0.18, 0.68], [-0.26, -0.09, -0.30], [0.30, 0.28, -0.38]], "lowdin_charge": [-0.234, -0.210, -0.003, 0.001, 0.106, 0.093, 0.054, 0.062, 0.062, 0.070, 0.035, 0.006, -0.041, 0.012, 0.026, -0.038]}

---

{"formula": "C2H10N2O2", "method": "wB97M-V/def2-TZVPD", "de_lowest_ev": 0.3249, "smiles": "[H]/N=C/NC.O.O", "multiplicity": 1, "energy_ha": -342.1819, "orbital_gap_ha": 0.35996, "total_charge": 0, "elements": ["C", "N", "C", "N", "H", "H", "H", "H", "H", "H", "H", "H", "O", "H", "H", "O"], "xyz": [[1.4034, 1.8945, 0.0766], [0.3111, 0.9734, 0.0882], [-0.9522, 1.2965, 0.4127], [-1.8459, 0.3852, 0.5357], [1.0512, 2.9231, -0.1137], [2.1155, 1.7815, -0.7419], [1.9621, 1.9207, 1.0115], [0.3840, 0.1045, -0.4225], [-1.1886, 2.3430, 0.5889], [-2.7768, 0.7611, 0.3553], [-1.2669, -2.9988, 0.7749], [-1.1009, -1.4693, 0.4684], [-0.6286, -2.3182, 0.5555], [1.0697, -2.2746, -0.9590], [2.2697, -1.3180, -1.3233], [1.3550, -1.5352, -1.5112]], "atomic_forces_ev_per_a": [[0.26, 1.45, -0.14], [-0.01, -0.06, -0.24], [-0.38, -0.31, 0.16], [-0.24, -0.30, -1.05], [-0.19, -0.25, 0.33], [-0.15, -0.72, -0.01], [0.05, -0.13, 0.08], [0.38, -0.25, 0.13], [0.28, 0.36, -0.20], [0.15, 0.01, 0.83], [-0.18, 0.14, 0.01], [-0.36, 0.06, 0.17], [0.52, -0.16, -0.18], [0.06, 0.17, 0.25], [0.09, -0.34, 0.20], [-0.28, 0.34, -0.33]], "lowdin_charge": [-0.105, -0.043, -0.316, 0.043, 0.083, 0.081, 0.076, 0.092, 0.122, 0.046, 0.031, -0.020, -0.087, 0.023, 0.038, -0.063]}

---

{"formula": "C2H10N2O3", "method": "wB97M-V/def2-TZVPD", "de_lowest_ev": 0.7171, "smiles": "CNC(N)=O.O.O", "multiplicity": 1, "energy_ha": -417.4472, "orbital_gap_ha": 0.38735, "total_charge": 0, "elements": ["C", "N", "C", "N", "O", "H", "H", "H", "H", "H", "H", "H", "H", "O", "H", "H", "O"], "xyz": [[0.7966, -1.7052, 0.2655], [1.3860, -0.4578, 0.8418], [0.4773, 0.5459, 1.0817], [0.9397, 1.6749, 1.7597], [-0.7013, 0.5291, 0.7603], [0.9066, -2.4813, 1.0437], [1.2684, -1.7955, -0.7075], [-0.2785, -1.5976, 0.2755], [2.1811, -0.6350, 1.4254], [1.9080, 1.9233, 1.6805], [0.2962, 2.2803, 2.2410], [-0.4374, -4.2535, -5.5654], [-0.9148, -3.3437, -6.6007], [-0.7377, -3.3337, -5.6642], [-2.5651, 3.5390, 2.1067], [-1.7350, 2.4812, 1.2388], [-1.7364, 3.0849, 2.0001]], "atomic_forces_ev_per_a": [[0.53, 0.92, 1.54], [-1.44, -0.64, -0.69], [0.02, 1.84, 1.30], [0.86, -1.15, -0.39], [-0.09, -0.68, -0.30], [0.71, -0.22, -0.93], [-0.37, -0.98, 0.00], [-0.18, 0.36, -0.78], [-0.01, 0.61, 0.31], [0.03, 0.07, 0.27], [-0.17, 0.05, -0.37], [-0.04, 0.42, 0.47], [-0.27, 0.51, -0.61], [0.32, -0.93, 0.14], [-0.46, -0.05, -0.32], [-0.37, 0.10, 0.25], [0.94, -0.21, 0.09]], "lowdin_charge": [-0.058, 0.005, -0.604, 0.145, 0.020, 0.088, 0.080, 0.066, 0.118, 0.086, 0.067, 0.040, 0.020, -0.061, 0.028, 0.025, -0.065]}

---

{"formula": "C2H10N2O3", "method": "wB97M-V/def2-TZVPD", "de_lowest_ev": 0.5962, "smiles": "NCNC=O.O.O", "multiplicity": 1, "energy_ha": -417.4516, "orbital_gap_ha": 0.38732, "total_charge": 0, "elements": ["O", "C", "N", "C", "N", "H", "H", "H", "H", "H", "H", "H", "H", "O", "H", "H", "O"], "xyz": [[-2.5616, -0.2641, -0.2044], [-1.5291, -0.1001, -0.8136], [-0.4825, 0.6095, -0.3394], [-0.5096, 1.0924, 1.0129], [-0.4003, -0.0252, 1.9530], [-1.3643, -0.5229, -1.8214], [0.4054, 0.6192, -0.8182], [-1.4238, 1.6787, 1.1434], [0.3239, 1.7781, 1.1747], [-0.6952, 0.2488, 2.8856], [-1.0231, -0.7664, 1.6566], [2.6589, -0.2104, -1.4088], [2.8571, 0.3838, -2.7655], [2.3730, 0.5403, -1.9473], [2.6107, -1.3313, 0.9260], [1.1031, -1.1935, 0.9744], [1.8207, -1.5506, 0.4209]], "atomic_forces_ev_per_a": [[-0.36, -0.11, 0.23], [0.28, -0.03, -0.51], [0.41, 0.14, 0.14], [-0.28, 0.35, 0.26], [0.30, -0.19, 0.02], [0.05, 0.12, 0.10], [-0.07, -0.16, -0.32], [-0.10, -0.16, 0.06], [0.05, -0.13, -0.14], [0.12, -0.02, -0.11], [-0.34, 0.11, 0.04], [-0.34, 0.00, 0.29], [-0.17, 0.27, -0.14], [0.30, -0.35, 0.00], [0.01, -0.13, 0.04], [0.03, 0.08, 0.01], [0.11, 0.21, 0.03]], "lowdin_charge": [0.014, -0.366, 0.033, -0.267, 0.010, 0.137, 0.092, 0.117, 0.120, 0.081, 0.068, 0.017, 0.043, -0.062, 0.041, -0.004, -0.073]}

---

{"formula": "C2H10N2O3", "method": "wB97M-V/def2-TZVPD", "de_lowest_ev": 0.7674, "smiles": "CNC(N)=O.O.O", "multiplicity": 1, "energy_ha": -417.4453, "orbital_gap_ha": 0.39245, "total_charge": 0, "elements": ["C", "N", "C", "N", "O", "H", "H", "H", "H", "H", "H", "H", "H", "O", "H", "H", "O"], "xyz": [[1.6879, 0.6744, 1.3014], [1.5566, 1.1887, -0.0546], [0.5087, 0.8357, -0.8317], [0.6644, 0.9880, -2.2151], [-0.5609, 0.3777, -0.4585], [0.7182, 0.3629, 1.6711], [1.9635, 1.5129, 1.9807], [2.2992, -0.2691, 1.2522], [2.3438, 1.5970, -0.5249], [1.3279, 1.4988, -2.7739], [-0.1920, 0.8224, -2.7067], [-0.4359, -3.9666, 4.2663], [-1.0827, -5.1973, 3.7509], [-0.3967, -4.5677, 3.5122], [-2.6155, 0.9167, -0.9803], [-2.0757, 1.3077, -2.3377], [-2.8814, 1.2834, -1.8271]], "atomic_forces_ev_per_a": [[0.10, -0.10, -0.06], [-0.39, 0.01, 0.12], [-0.51, 0.10, -1.56], [-0.14, 0.02, -0.02], [0.49, -0.12, 0.79], [-0.32, -0.02, -0.33], [0.57, -0.99, -0.40], [-0.05, 1.23, 0.69], [0.19, -0.15, 0.17], [0.36, 0.10, 0.69], [-0.06, -0.18, -0.03], [0.24, 0.15, -0.19], [-0.05, -0.26, -0.26], [-0.19, 0.12, 0.45], [0.31, -0.10, 0.04], [0.16, 0.01, 0.04], [-0.71, 0.19, -0.12]], "lowdin_charge": [-0.071, 0.000, -0.606, 0.143, 0.027, 0.072, 0.093, 0.102, 0.129, 0.093, 0.074, 0.033, 0.029, -0.062, 0.014, -0.011, -0.059]}

---

{"formula": "C2H10N2S2", "method": "wB97M-V/def2-TZVPD", "de_lowest_ev": 0.0000, "smiles": "CSS.NCN", "multiplicity": 1, "energy_ha": -988.0749, "orbital_gap_ha": 0.34849, "total_charge": 0, "elements": ["C", "S", "S", "H", "H", "H", "H", "N", "C", "N", "H", "H", "H", "H", "H", "H"], "xyz": [[0.9461, 2.0088, -0.6243], [-0.7929, 1.8157, -0.1803], [-1.3951, 0.3811, -1.5453], [1.0521, 2.3640, -1.6466], [1.3679, 2.7530, 0.0511], [1.4878, 1.0745, -0.5099], [-1.0108, -0.6800, -0.8058], [1.6928, -2.3098, 2.3678], [0.7018, -1.6051, 1.5667], [0.4676, -2.0592, 0.1954], [2.6091, -2.2745, 1.9310], [1.4393, -3.2863, 2.4632], [0.9997, -0.5599, 1.5073], [-0.2455, -1.6641, 2.0962], [0.1173, -3.0092, 0.1738], [1.3287, -2.0321, -0.3378]], "atomic_forces_ev_per_a": [[0.06, 0.12, -0.06], [-0.04, -0.21, -0.23], [0.01, 0.26, 0.29], [-0.05, 0.00, -0.02], [-0.01, 0.01, 0.05], [0.00, -0.09, 0.06], [0.07, -0.08, -0.12], [0.01, -0.02, -0.15], [0.17, -0.18, -0.10], [-0.03, 0.06, 0.11], [-0.09, 0.00, 0.06], [0.05, 0.00, 0.05], [-0.06, 0.08, 0.09], [-0.10, 0.12, 0.03], [0.05, -0.04, 0.02], [-0.02, -0.04, -0.07]], "lowdin_charge": [-0.509, 0.337, 0.295, 0.026, 0.028, 0.011, -0.241, -0.008, -0.369, -0.020, 0.059, 0.057, 0.092, 0.109, 0.067, 0.068]}